[1]
This record from OMol25 describes 7 unconnected molecules or ions with the total composition C59H71BrF14N3O5S2. The level of theory is ωB97M-V/def2-TZVPD.

Summary:
**HOMO-LUMO gap**: 0.314 Ha
**LUMO level**: -2.195 eV

```
! wB97M-V def2-TZVPD RIJCOSX def2/J DEFGRID3
* xyz 1 1
C 1.35250 -1.67779 2.08509
C 0.93026 -0.26263 1.65548
N 0.42005 -0.30157 0.27060
C 0.63983 0.86101 -0.60345
C 0.25591 2.24416 -0.01514
Br -1.38668 2.11838 1.02383
C 1.35277 2.98323 0.79485
C 0.91949 3.82673 1.99136
C -0.32051 0.44316 -1.83945
C -1.75353 0.96780 -1.97313
C -1.97617 2.39556 -2.48424
F -2.82426 3.08499 -1.63686
C 0.60820 0.61807 -3.04477
S 0.06916 0.14379 -4.68562
O 0.49453 -1.16974 -5.06809
O -1.31290 0.44080 -4.87639
C 1.08104 1.32828 -5.73123
F 2.15872 1.64204 -4.93549
F 1.53414 0.68547 -6.81525
C 0.34878 2.65604 -6.03938
F 1.31537 3.60607 -6.14154
F -0.43496 2.95468 -4.98851
C -0.46970 2.74453 -7.35674
F 0.31761 2.52055 -8.40990
F -0.95145 4.00065 -7.41747
F -1.48742 1.88052 -7.34965
N 1.83483 -0.00905 -2.52358
C 1.79043 -1.50850 -2.51172
C 2.97394 -2.13024 -3.23765
C 2.81949 -3.66672 -3.20160
S 2.66775 -4.38039 -4.84182
O 3.19007 -5.70238 -4.78217
O 3.24921 -3.48484 -5.78819
O 1.10275 -4.46156 -5.08391
C 2.08652 0.74396 -1.21267
C 2.78926 2.02659 -1.69976
C 3.15075 -0.04948 -0.42483
C 4.00627 0.62559 0.62901
C 5.16123 -0.35303 0.99309
C 6.39581 -0.10293 0.13049
C 7.32360 -1.34403 0.08853
N 7.34474 -2.06209 -1.18641
H 1.20309 -2.34416 1.23700
H 2.39921 -1.74773 2.35659
H 0.71283 -2.05999 2.86537
H 0.14912 0.04918 2.33987
H 1.75953 0.40892 1.81473
H -0.58444 -0.39082 0.37157
H 0.02152 2.89801 -0.84851
H 1.80651 3.69724 0.11508
H 2.14495 2.33214 1.13924
H 1.79899 4.39538 2.29099
H 0.63695 3.23226 2.85095
H 0.16881 4.56225 1.73193
H -0.47285 -0.62416 -1.71205
H -2.31513 0.81396 -1.06213
H -2.23139 0.31212 -2.69422
H -1.06192 2.97114 -2.62547
H -2.47604 2.36395 -3.44651
H 0.66588 1.70191 -3.11501
H 2.56907 0.22324 -3.19951
H 0.89949 -1.85290 -3.02328
H 1.67722 -1.89243 -1.50535
H 2.95599 -1.80685 -4.27496
H 3.90635 -1.89407 -2.73878
H 3.65826 -4.14068 -2.71225
H 1.93828 -3.95549 -2.63054
H 0.61878 -3.90468 -4.46743
H 2.26332 2.60021 -2.45922
H 3.73967 1.72422 -2.13859
H 3.04277 2.70362 -0.90435
H 2.70363 -0.93248 0.02178
H 3.85271 -0.43004 -1.16822
H 3.49839 0.85461 1.55736
H 4.49498 1.53650 0.29820
H 4.81782 -1.36182 0.77267
H 5.40961 -0.25814 2.04208
H 6.08983 0.11146 -0.89353
H 6.96011 0.75095 0.49585
H 6.96665 -2.05490 0.83007
H 8.33687 -1.08273 0.36606
H 7.87956 -1.53684 -1.86592
H 6.40452 -2.13001 -1.55426
F 0.57106 4.80552 -2.10595
C -0.44410 5.59326 -2.56049
C -0.45034 5.96742 -3.88790
C -1.49564 6.74814 -4.35752
C -2.50106 7.15631 -3.49186
C -2.46852 6.77216 -2.15808
C -1.43545 5.97677 -1.68339
H 0.34767 5.64291 -4.54218
H -1.52425 7.03685 -5.39915
H -3.31200 7.77044 -3.85792
H -3.25116 7.08974 -1.48332
H -1.39791 5.65726 -0.65017
F -1.57538 -1.65945 2.56431
C -2.13312 -2.85470 2.88234
C -2.68362 -3.05308 4.12866
C -3.23650 -4.29487 4.40829
C -3.21977 -5.30402 3.45227
C -2.65052 -5.07504 2.20664
C -2.10510 -3.83436 1.91595
H -2.67417 -2.25562 4.85957
H -3.68003 -4.47545 5.37757
H -3.64856 -6.27000 3.68080
H -2.62853 -5.86016 1.46297
H -1.65515 -3.62340 0.95396
F -1.04916 -0.38171 5.88106
C -1.40179 0.88626 6.19726
C -1.30417 1.86527 5.23142
C -1.66815 3.16328 5.55560
C -2.11444 3.46309 6.83484
C -2.20130 2.46097 7.79170
C -1.84657 1.15805 7.47427
H -0.94885 1.61148 4.24095
H -1.60546 3.94047 4.80578
H -2.39529 4.47678 7.08576
H -2.54591 2.69309 8.78985
H -1.91322 0.36148 8.20327
F 2.58511 -3.31017 4.29478
C 1.79124 -3.75602 5.29569
C 1.16284 -2.83273 6.10517
C 0.33666 -3.29085 7.12033
C 0.15837 -4.65334 7.31461
C 0.80364 -5.56251 6.48756
C 1.62525 -5.11499 5.46375
H 1.31692 -1.77493 5.93872
H -0.16913 -2.58014 7.75931
H -0.48387 -5.00640 8.10985
H 0.66773 -6.62447 6.63891
H 2.13081 -5.80588 4.80245
F -0.50927 -5.11221 -1.01559
C -1.43679 -5.45495 -1.93962
C -1.69663 -6.78997 -2.16480
C -2.64980 -7.13039 -3.11314
C -3.31871 -6.14111 -3.82126
C -3.03840 -4.80457 -3.57886
C -2.09174 -4.45320 -2.62691
H -1.15882 -7.54501 -1.60736
H -2.86995 -8.17211 -3.29966
H -4.05856 -6.41295 -4.56102
H -3.55768 -4.03278 -4.13037
H -1.86516 -3.41554 -2.41326
F -3.79851 2.79997 3.05562
C -4.87160 3.38926 2.47652
C -4.94405 3.45062 1.09977
C -6.04859 4.05585 0.51830
C -7.05187 4.59193 1.31347
C -6.95361 4.52015 2.69606
C -5.85703 3.91120 3.28813
H -4.14942 3.03447 0.49535
H -6.12395 4.10782 -0.55943
H -7.90992 5.06481 0.85575
H -7.73264 4.93965 3.31746
H -5.76340 3.83820 4.36349
*
```

These are the Löwdin partial charges, in e, on atoms 1 to 2: -0.059 -0.249

---

[2]
This record from OMol25 describes a molecular structure, C59H77GeIN9P3STi. The level of theory is ωB97M-V/def2-TZVPD.

Summary:
**HOMO-LUMO gap**: 0.211 Ha
**LUMO level**: -6.105 eV
**Energy above the lowest of the compared OMol25 structures with the same formula, charge and spin**: 277.0 kJ/mol

```
! wB97M-V def2-TZVPD RIJCOSX def2/J DEFGRID3
* xyz 2 1
Ti -0.88904 0.56279 -0.68700
C 0.26931 -5.29688 -1.61722
C -0.18290 -4.05264 -2.39370
C 0.74789 -3.80769 -3.57941
P -0.61255 -2.55147 -1.33818
C 0.58269 -2.37316 0.07796
N 1.81918 -1.64275 -0.18417
Ge 1.72718 0.24408 -0.76497
N 2.24829 1.26025 -2.30223
C 1.34664 2.00159 -3.13948
P -0.33146 1.31081 -3.02427
C -1.46337 2.61552 -3.70047
C -0.76267 3.54591 -4.69726
C -2.14814 3.42448 -2.59154
C -0.27967 -0.10240 -4.23576
C -0.75015 0.28922 -5.63860
C 1.12827 -0.70178 -4.31041
C 3.60643 1.43149 -2.54960
C 4.12849 2.35338 -3.46295
C 5.50337 2.49044 -3.61380
C 6.38128 1.74586 -2.84115
C 5.87150 0.83690 -1.92474
C 4.50550 0.66322 -1.81013
N 3.87912 -0.28700 -0.90230
C 3.94800 -1.68393 -1.26390
C 4.96760 -2.30264 -1.95840
C 4.99698 -3.69013 -2.03457
C 4.03042 -4.41808 -1.35852
C 2.98206 -3.77910 -0.70390
C 2.87864 -2.39006 -0.71639
C 4.33370 -0.08803 0.48976
C 5.43951 -0.71705 1.03266
C 5.88349 -0.34765 2.29530
C 5.21441 0.65208 2.99063
C 4.07418 1.23979 2.46072
C 3.60341 0.85118 1.20826
N 2.41257 1.31013 0.63148
C 2.16620 2.74154 0.63130
P 0.38222 3.15379 0.65983
C 0.36117 4.91660 0.02000
C 1.08972 5.91950 0.92175
C 0.90060 5.05171 -1.40273
C 0.20247 3.52200 2.47969
C 0.47133 2.33023 3.38239
C -1.10891 4.20362 2.85970
C -2.08140 -3.36574 -0.50416
C -2.45349 -2.71359 0.82080
C -3.29951 -3.44327 -1.43531
H -0.13082 -6.18102 -2.11761
H -0.06328 -5.33856 -0.57859
H 1.34981 -5.37855 -1.63437
H -1.16774 -4.26394 -2.80851
H 1.71109 -3.39469 -3.26865
H 0.28895 -3.14675 -4.31109
H 0.94654 -4.75941 -4.07850
H 0.77966 -3.34281 0.53632
H -0.01164 -1.80917 0.80249
H 1.63674 1.95854 -4.19274
H 1.31034 3.05178 -2.87347
H -2.23674 2.04719 -4.21357
H -0.06385 4.21916 -4.19657
H -1.51709 4.16595 -5.18661
H -0.22459 3.00819 -5.47661
H -1.43335 3.87880 -1.90976
H -2.82647 2.79461 -2.02102
H -2.73897 4.23167 -3.03221
H -0.96839 -0.84286 -3.83222
H -0.05937 0.98810 -6.11663
H -1.75397 0.71229 -5.65910
H -0.76891 -0.61554 -6.24920
H 1.87526 0.03806 -4.60060
H 1.13790 -1.47213 -5.07977
H 1.44740 -1.15560 -3.37388
H 3.46888 2.98506 -4.04346
H 5.88655 3.20502 -4.33266
H 7.45182 1.87330 -2.94256
H 6.54584 0.27991 -1.28493
H 5.75025 -1.71621 -2.42249
H 5.79256 -4.18902 -2.57217
H 4.07999 -5.50089 -1.34727
H 2.26201 -4.36894 -0.15818
H 5.95923 -1.48803 0.47345
H 6.75738 -0.82386 2.72146
H 5.57464 0.97033 3.96124
H 3.54734 1.99030 3.03813
H 2.61712 3.22052 -0.24895
H 2.61591 3.20239 1.50847
H -0.70180 5.17581 -0.00002
H 2.11286 5.60044 1.13949
H 0.57188 6.11205 1.86020
H 1.15575 6.87185 0.39115
H 1.98918 4.96642 -1.42707
H 0.64055 6.03524 -1.79925
H 0.48391 4.31252 -2.07128
H 1.01151 4.23518 2.63502
H -0.36900 1.63419 3.37846
H 0.60222 2.67850 4.41062
H 1.37569 1.79484 3.09707
H -1.37216 5.03673 2.20327
H -1.93195 3.49610 2.85960
H -1.02608 4.60086 3.87479
H -1.76692 -4.38591 -0.29370
H -2.52904 -1.63039 0.72012
H -1.72754 -2.94005 1.59760
H -3.42561 -3.08159 1.16262
H -3.65899 -2.45757 -1.72134
H -4.11215 -3.96701 -0.92468
H -3.09485 -3.99774 -2.35318
I -5.40641 3.33491 2.32130
C -3.86067 2.05223 1.88720
C -3.42126 0.97387 2.63715
N -2.34977 0.44345 2.04995
N -2.05781 1.14620 0.91660
C -2.96761 2.13427 0.84106
H -3.81038 0.57492 3.56440
H -1.64577 -0.23987 2.56500
H -2.94581 2.86231 0.04772
S -2.82224 -0.01171 -1.95063
C -4.39187 0.49667 -1.27997
C -4.98499 -0.21224 -0.24110
C -6.26007 0.13210 0.19072
C -6.94465 1.18138 -0.40743
C -6.36195 1.87005 -1.46256
C -5.09255 1.52612 -1.90564
H -4.47314 -1.04975 0.21271
H -6.72283 -0.43633 0.98947
H -7.93384 1.45084 -0.06004
H -6.90256 2.66755 -1.95828
H -4.66391 2.03632 -2.76134
C 1.62488 -1.73311 4.10657
C 0.74122 -1.02348 3.31701
N -0.57797 -1.24913 3.34061
C -1.05522 -2.17328 4.18168
C -0.26178 -2.91344 5.05008
C 1.11176 -2.68025 4.97663
C -0.76199 -3.95941 5.97144
C -2.00423 -4.31944 6.27645
C -3.28699 -3.65897 5.91959
C -3.59493 -2.36747 6.32499
C -4.81666 -1.85863 5.92537
N -5.68281 -2.56245 5.19745
C -5.31559 -3.81189 4.91386
N -4.16281 -4.39742 5.23748
H 2.69059 -1.54897 4.03356
H 1.10136 -0.27011 2.63367
H -2.12277 -2.34464 4.11927
H 1.78199 -3.25391 5.60877
H 0.03175 -4.55507 6.41141
H -2.13231 -5.22598 6.86117
H -2.91283 -1.79495 6.94143
H -5.12037 -0.85106 6.19586
H -6.03027 -4.41695 4.36727
*
```

These are the Löwdin partial charges, in e, on atoms 1 to 2: 0.496 -0.094